1.
{"formula": "C40H29BBr2FIN3O5", "method": "ωB97M-V with the def2-TZVPD basis set", "species": ["C", "B", "O", "N", "C", "I", "C", "C", "Br", "C", "C", "Br", "N", "C", "C", "C", "C", "C", "N", "C", "F", "H", "H", "H", "H", "H", "H", "H", "H", "H", "H", "H", "H", "H", "C", "C", "C", "C", "C", "C", "C", "O", "C", "C", "C", "C", "C", "C", "C", "O", "H", "H", "H", "H", "H", "H", "H", "H", "C", "C", "C", "C", "C", "C", "C", "O", "C", "C", "C", "C", "C", "C", "C", "O", "H", "H", "H", "H", "H", "H", "H", "H"], "xyz": [[2.734123, -6.488739, -0.556449], [2.287376, -5.310343, -1.492845], [1.575282, -5.595559, -2.598839], [2.618492, -3.877416, -1.103758], [3.827639, -3.240494, -0.883737], [5.664778, -4.206897, -1.051901], [3.575356, -1.936636, -0.580746], [4.437247, -0.762960, -0.218434], [6.006570, -1.208399, 0.823412], [4.787417, 0.146942, -1.448153], [4.369162, -0.423885, -2.800363], [3.785959, 1.840848, -1.230322], [2.193915, -1.832222, -0.660458], [1.383323, -0.615970, -0.456743], [0.804639, -0.083630, -1.566913], [0.035355, 1.050047, -1.380260], [-0.042545, 1.495086, -0.091278], [0.613273, 0.899089, 0.959219], [1.346796, -0.190176, 0.774883], [1.645241, -2.985127, -0.957685], [0.368569, -3.130568, -1.068451], [3.322554, -7.232511, -1.093589], [3.269210, -6.093978, 0.307910], [1.814443, -6.982203, -0.218180], [1.735736, -4.998393, -3.342473], [3.817488, -0.148294, 0.430153], [5.832107, 0.438343, -1.449206], [4.836527, 0.202397, -3.564580], [4.772796, -1.428318, -2.951093], [3.299387, -0.356400, -2.983453], [0.919862, -0.528678, -2.545698], [-0.462415, 1.543898, -2.200599], [-0.653731, 2.365596, 0.120103], [0.522409, 1.330495, 1.948464], [1.812383, 4.980672, 2.676712], [2.207993, 3.712092, 3.091780], [1.879866, 3.261224, 4.359000], [1.164031, 4.080505, 5.222949], [0.787758, 5.360638, 4.815561], [1.104896, 5.803115, 3.536776], [0.060856, 6.272584, 5.744683], [-0.269182, 7.382866, 5.386287], [-0.240454, 5.789514, 7.119081], [-0.867024, 6.642857, 8.018298], [-1.165330, 6.202254, 9.296701], [-0.846945, 4.903370, 9.680487], [-0.217644, 4.049686, 8.790322], [0.096203, 4.490852, 7.510936], [0.802646, 3.574082, 6.577280], [1.084821, 2.440532, 6.906818], [2.062542, 5.328389, 1.682365], [2.772511, 3.073754, 2.422251], [2.182541, 2.273587, 4.681151], [0.801473, 6.791297, 3.218486], [-1.117653, 7.651556, 7.719420], [-1.648913, 6.870225, 9.997308], [-1.087341, 4.559453, 10.677929], [0.034136, 3.041523, 9.089876], [-5.454254, 0.413785, -6.625098], [-6.440179, -0.536274, -6.870904], [-6.347187, -1.798026, -6.307023], [-5.261772, -2.119973, -5.503413], [-4.258730, -1.172395, -5.274801], [-4.365980, 0.097044, -5.829915], [-3.066863, -1.512735, -4.457186], [-2.190662, -0.692647, -4.248628], [-2.960017, -2.888837, -3.899787], [-1.828103, -3.240823, -3.181510], [-1.713134, -4.508744, -2.640878], [-2.736047, -5.436945, -2.809775], [-3.867299, -5.093328, -3.532879], [-3.978836, -3.821915, -4.086833], [-5.185754, -3.474717, -4.890278], [-6.078059, -4.279516, -5.042448], [-5.534314, 1.401336, -7.060026], [-7.283498, -0.289905, -7.502376], [-7.116454, -2.534785, -6.493990], [-3.597085, 0.834119, -5.643358], [-1.033653, -2.518641, -3.049000], [-0.828421, -4.778957, -2.088683], [-2.648665, -6.426582, -2.380818], [-4.663544, -5.812112, -3.670787]], "atomic_forces_ev_per_a": [[-0.41, 0.94, 0.02], [0.67, -1.77, 0.48], [0.55, 0.65, -0.22], [-1.25, -1.00, -0.90], [0.95, 0.17, 0.38], [-0.63, -0.02, -0.19], [0.39, -0.90, -0.01], [-0.51, 0.66, -0.47], [-0.19, 0.09, -0.03], [-0.79, -0.25, -0.01], [0.91, 0.50, -0.31], [0.34, 0.00, 0.03], [-1.01, 1.84, 0.57], [1.04, -1.21, -0.13], [-0.49, 0.17, -0.93], [0.27, -0.51, -0.18], [-1.11, 1.67, 0.30], [0.04, -0.03, 0.10], [0.07, 0.05, 0.57], [1.42, 0.86, 0.05], [0.11, -0.49, 0.02], [0.02, 0.05, 0.03], [0.06, -0.37, 0.06], [0.14, -0.08, 0.06], [-0.55, 0.08, -0.01], [0.21, -0.16, 0.29], [-0.01, -0.10, 0.14], [-0.10, -0.05, -0.02], [-0.20, -0.05, 0.09], [-0.06, -0.31, 0.20], [0.06, -0.05, 0.00], [-0.07, -0.02, -0.01], [0.08, 0.01, 0.05], [0.18, -0.23, 0.10], [-0.01, -0.06, 0.01], [-0.06, 0.03, -0.02], [0.08, -0.11, -0.17], [-0.05, 0.15, -0.01], [0.04, -0.13, 0.04], [0.06, 0.02, -0.17], [-0.12, 0.32, -0.02], [0.02, -0.04, -0.03], [0.07, -0.14, 0.01], [-0.08, 0.09, 0.13], [0.02, -0.08, -0.01], [-0.01, 0.06, -0.04], [-0.04, -0.02, 0.17], [-0.01, 0.12, -0.10], [0.05, -0.29, 0.18], [0.00, 0.02, -0.05], [0.01, 0.01, 0.01], [0.03, 0.02, 0.00], [-0.06, 0.03, 0.13], [-0.04, 0.02, 0.13], [0.04, -0.04, -0.12], [0.00, 0.00, -0.01], [0.00, 0.00, -0.01], [0.06, -0.01, -0.11], [-0.04, -0.05, -0.01], [0.07, 0.03, 0.04], [-0.12, 0.06, -0.10], [0.16, 0.06, 0.05], [-0.06, -0.12, 0.02], [-0.04, 0.12, -0.08], [0.18, 0.31, 0.00], [0.01, -0.06, 0.05], [-0.14, -0.02, -0.10], [0.22, -0.14, 0.16], [-0.19, -0.06, -0.08], [-0.05, 0.10, -0.07], [0.09, -0.11, 0.08], [0.09, 0.04, 0.04], [-0.30, -0.16, -0.10], [0.05, -0.01, 0.02], [0.00, -0.01, 0.00], [0.00, 0.00, 0.01], [0.06, -0.07, 0.09], [0.06, -0.09, 0.05], [-0.12, 0.12, -0.07], [-0.02, -0.13, 0.01], [0.00, 0.01, -0.01], [-0.06, 0.09, -0.08]], "mulliken_charge": [-0.919, 0.328, -0.455, 0.136, -0.393, 0.267, 0.662, -0.760, -0.005, 0.028, -1.166, -0.135, 0.530, -0.163, 0.459, -1.177, -0.333, -0.846, -0.567, 0.403, -0.229, 0.321, 0.362, 0.336, 0.319, 0.326, 0.584, 0.460, 0.299, 0.214, 0.493, 0.543, 0.441, 0.607, -0.749, -0.408, -0.771, 0.308, 0.204, -0.528, 0.572, -0.649, 0.186, -0.563, -0.471, -0.479, -0.573, 0.222, 0.545, -0.660, 0.429, 0.647, 0.501, 0.494, 0.474, 0.407, 0.397, 0.470, -0.533, -0.483, -0.571, 0.173, 0.145, -0.503, 0.532, -0.711, -0.057, -0.251, 0.035, -0.899, -0.634, 0.180, 0.606, -0.644, 0.407, 0.410, 0.480, 0.463, 0.561, 0.388, 0.429, 0.498], "charge": 1, "e_tot_ha": -7652.48677, "e_homo_ev": -11.1728, "gap_ev": 8.25}


2.
{"formula": "C4H12", "method": "ωB97M-V with the def2-TZVPD basis set", "species": ["C", "C", "H", "H", "H", "H", "H", "H", "C", "C", "H", "H", "H", "H", "H", "H"], "xyz": [[1.237758, -1.560731, -1.510130], [-0.201463, -1.903852, -1.534765], [1.445579, -0.583666, -1.075714], [1.850170, -2.113515, -0.770916], [1.610440, -1.863348, -2.457842], [-0.293894, -3.004351, -1.723134], [-0.691506, -1.903888, -0.567658], [-0.735881, -1.469498, -2.423488], [-0.560766, 1.226804, 0.846292], [-0.458205, 2.233027, 2.156234], [-0.996048, 0.278171, 1.141385], [-1.362074, 1.686845, 0.224155], [0.403773, 1.406349, 0.352744], [0.131884, 3.193192, 1.887289], [0.049492, 1.716897, 2.923597], [-1.429259, 2.661563, 2.531952]], "atomic_forces_ev_per_a": [[-2.40, -2.26, -1.33], [0.94, 0.83, 1.20], [0.32, 1.19, 0.66], [0.34, -0.07, 0.82], [0.99, 0.71, -0.84], [0.06, -0.57, -0.83], [-0.38, 0.81, 0.03], [0.03, -0.58, 0.36], [-1.88, 3.06, 1.14], [-0.08, 1.75, -1.91], [0.92, -0.44, -0.03], [0.71, -0.28, 0.05], [0.00, -0.95, 0.05], [-0.73, -1.77, 0.31], [0.59, -0.46, 0.93], [0.57, -0.99, -0.62]], "lowdin_spin": [0.268, 0.221, 0.097, 0.097, 0.002, 0.114, 0.007, 0.056, 0.058, 0.051, 0.001, 0.001, 0.013, 0.000, 0.003, 0.010], "charge": 1, "e_tot_ha": -159.12295, "e_homo_ev": [-15.5149, -14.9551], "relative_energy_kcal_mol": 29.4, "multiplicity": 2, "gap_ev": [12.31, 3.25]}